13
Properties=species:S:1:pos:R:3 method="wB97M-V/def2-TZVPD" de_lowest_kcal_mol=141.0 total_charge=0 smiles=C#CC(C#C)CO homo_energy_ev=-9.009 homo_lumo_gap_ev=9.660
C 0.88 2.19 1.05
C 0.52 1.07 0.70
C 0.13 0.00 -0.15
C 1.18 -0.86 -0.73
C 1.97 -1.62 -1.24
C -1.25 -0.66 -0.10
O -2.20 0.33 0.22
H 1.22 2.65 1.94
H -0.29 1.07 -0.53
H 2.67 -2.25 -1.74
H -1.32 -1.53 0.56
H -1.47 -0.99 -1.12
H -2.04 0.60 1.13